# 1
Entry from the Open Molecules 2025 dataset: C69H115BN16O9Pb as an isolated structure at a distorted geometry (wB97M-V/def2-TZVPD).

## Properties
**Gap between HOMO and LUMO**: 7.411 eV
**HOMO energy**: -8.03 eV

Atoms and positions in Å:
Pb: 4.2656 0.9000 -1.3480
O: -4.6261 1.1071 -0.4922
C: -3.4965 0.8449 -0.0516
O: -2.4992 0.4341 -0.6517
B: -1.3997 0.2401 0.2949
O: -1.8202 0.7923 1.6401
C: -3.0406 1.2362 1.4772
O: -3.7782 1.6147 2.3492
O: -0.2853 0.9905 -0.2130
C: 0.7100 0.2711 -0.3501
O: 1.7759 0.6364 -0.8119
C: 0.3830 -1.1348 0.0897
O: -0.8846 -1.1465 0.4223
O: 1.1717 -2.0468 0.1255
C: 4.1836 3.6306 -4.3469
O: 4.4259 2.6629 -3.3040
H: 3.1317 3.5568 -4.6230
H: 4.3987 4.6630 -4.0711
H: 4.9089 3.4373 -5.1373
C: 1.8425 -6.4477 3.2385
C: 2.2874 -6.2161 4.7286
C: 2.1130 -7.4687 5.6399
C: 0.7444 -7.7276 6.2065
N: -0.3772 -7.9268 6.5933
H: 0.8320 -6.8436 3.1368
H: 2.3870 -7.2928 2.8172
H: 2.0329 -5.5928 2.5897
H: 1.8188 -5.3162 5.1268
H: 3.3540 -6.0138 4.6306
H: 2.7087 -7.3884 6.5491
H: 2.3491 -8.4300 5.1834
C: -6.4530 6.2937 1.2554
C: -6.2606 5.5647 -0.1014
C: -5.1782 4.5397 -0.0699
C: -3.8619 5.1050 0.0346
N: -2.8451 5.6025 0.1228
H: -5.5850 6.6233 1.8264
H: -7.0050 5.7465 2.0196
H: -7.0959 7.1534 1.0663
H: -6.0533 6.2904 -0.8878
H: -7.2349 5.1514 -0.3622
H: -5.2129 4.0418 -1.0390
H: -5.4898 3.8759 0.7366
C: 0.0366 2.6926 -3.6401
C: -1.3783 3.2908 -3.7251
C: -1.3636 4.7477 -3.0693
C: -0.6220 5.7270 -3.8423
N: 0.0049 6.4309 -4.4744
H: -0.1422 1.6480 -3.8950
H: 0.4611 2.6953 -2.6362
H: 0.6775 3.1022 -4.4209
H: -2.1247 2.7520 -3.1414
H: -1.7977 3.5078 -4.7075
H: -1.1629 4.6194 -2.0056
H: -2.4235 4.9869 -2.9827
C: 6.8226 5.2436 1.1433
C: 6.7417 5.4990 -0.4605
C: 5.2484 5.4751 -0.8776
C: 4.4607 4.2879 -0.4463
N: 3.8671 3.3567 -0.1541
H: 6.8932 4.1979 1.4425
H: 5.9118 5.6868 1.5461
H: 7.6010 5.8370 1.6230
H: 7.3025 4.7845 -1.0630
H: 7.1419 6.4643 -0.7707
H: 5.1540 5.5893 -1.9574
H: 4.8481 6.4027 -0.4682
C: -9.8648 -1.1307 -2.9872
C: -8.6501 -1.8097 -2.3503
C: -9.0352 -3.1692 -1.6414
C: -9.3886 -4.3336 -2.5234
N: -9.5971 -5.2482 -3.2123
H: -9.6092 -0.1999 -3.4935
H: -10.5195 -1.1051 -2.1160
H: -10.4979 -1.7573 -3.6155
H: -8.3128 -1.2171 -1.4999
H: -7.8140 -1.8390 -3.0490
H: -9.9196 -2.9674 -1.0369
H: -8.2055 -3.4463 -0.9912
C: -2.2145 2.3209 5.7019
C: -2.3749 3.8743 5.6557
C: -2.9756 4.4007 4.2794
C: -4.4320 4.2339 4.1427
N: -5.5760 4.2064 3.9918
H: -2.2579 1.8830 6.6991
H: -1.3178 1.9743 5.1882
H: -3.0757 1.7915 5.2945
H: -1.3531 4.2531 5.6794
H: -2.9766 4.2813 6.4683
H: -2.5575 3.6699 3.5871
H: -2.6741 5.4178 4.0289
C: -6.5952 -0.3710 6.4850
C: -7.5307 0.6933 5.7637
C: -7.5461 0.6200 4.2107
C: -7.7159 -0.5977 3.4931
N: -7.8014 -1.5046 2.8495
H: -5.5649 -0.0270 6.5762
H: -6.3950 -1.3500 6.0495
H: -6.9084 -0.7329 7.4643
H: -7.3720 1.7502 5.9778
H: -8.5485 0.4853 6.0938
H: -6.5057 0.9210 4.0877
H: -8.1678 1.4174 3.8037
C: -1.9779 -5.2479 -0.4135
C: -1.8903 -4.2666 -1.6156
C: -1.4085 -4.9929 -2.8791
C: -2.1043 -6.2137 -3.3746
N: -2.5715 -7.1328 -3.7700
H: -2.3219 -6.2559 -0.6450
H: -2.7074 -4.7549 0.2292
H: -1.0899 -5.1443 0.2101
H: -1.3107 -3.3889 -1.3295
H: -2.8863 -3.8501 -1.7663
H: -0.3418 -5.1920 -2.9820
H: -1.4728 -4.1732 -3.5947
C: 3.5479 0.9528 -7.8525
C: 3.0907 0.7009 -6.4938
C: 4.1401 0.1521 -5.6078
C: 3.4963 -0.1178 -4.3933
N: 2.9291 -0.4127 -3.4119
H: 4.5291 1.4274 -7.8372
H: 2.7994 1.6057 -8.3013
H: 3.5375 -0.0219 -8.3404
H: 2.3698 -0.0963 -6.6747
H: 2.6377 1.5490 -5.9803
H: 4.9601 0.8513 -5.4438
H: 4.5763 -0.8018 -5.9044
C: -2.6627 -2.7669 3.7608
C: -1.2468 -2.7353 4.4721
C: -1.5002 -2.9608 5.9263
C: -2.4672 -2.1326 6.5773
N: -3.2644 -1.4982 7.1592
H: -2.4701 -2.5681 2.7065
H: -3.4356 -2.0846 4.1147
H: -3.1146 -3.7572 3.8189
H: -0.7303 -1.7755 4.4633
H: -0.6305 -3.4952 3.9917
H: -0.6472 -2.7551 6.5729
H: -1.9950 -3.9244 6.0473
C: 3.7749 -2.4403 3.6290
C: 4.8024 -3.2169 2.8574
C: 4.4595 -3.4789 1.3848
C: 4.5467 -2.3191 0.4700
N: 4.6090 -1.3806 -0.1918
H: 2.7666 -2.8481 3.7013
H: 3.6350 -1.3918 3.3659
H: 4.1802 -2.3399 4.6358
H: 5.1370 -4.1675 3.2728
H: 5.6646 -2.5561 2.7674
H: 3.4274 -3.8047 1.2554
H: 5.1618 -4.1494 0.8895
C: 1.4293 -3.3787 -5.0595
C: 2.7143 -3.8219 -4.3196
C: 2.5159 -4.2492 -2.8385
C: 3.7073 -4.7810 -2.1913
N: 4.6739 -5.2360 -1.6672
H: 0.8037 -4.2279 -5.3344
H: 1.6874 -2.8392 -5.9708
H: 0.8468 -2.6153 -4.5437
H: 3.4709 -3.0380 -4.3518
H: 3.2609 -4.6944 -4.6775
H: 1.7343 -5.0086 -2.8561
H: 2.2227 -3.5396 -2.0648
C: -4.7846 -0.5744 -4.0673
C: -3.4234 -0.0592 -4.2972
C: -2.3560 -1.1108 -3.9764
C: -2.3367 -2.2054 -4.9563
N: -2.3121 -3.1289 -5.6782
H: -4.9118 -1.4803 -4.6600
H: -5.4973 0.1774 -4.4061
H: -5.0129 -0.7392 -3.0142
H: -3.1890 0.6205 -3.4780
H: -3.3594 0.2911 -5.3274
H: -2.3891 -1.6256 -3.0162
H: -1.3825 -0.6476 -4.1374
C: 6.9944 0.2048 3.7731
C: 6.2305 1.6022 3.8310
C: 4.7269 1.5922 3.8668
C: 4.1136 1.1191 2.5952
N: 3.8005 0.7975 1.5369
H: 7.0266 -0.2838 2.7993
H: 6.5424 -0.4816 4.4890
H: 7.9954 0.4695 4.1137
H: 6.4502 2.1024 2.8878
H: 6.6140 2.1845 4.6689
H: 4.4354 2.6119 4.1183
H: 4.4027 0.9780 4.7068
C: 0.1722 5.3909 2.0672
C: 0.0256 3.8899 2.6140
C: 1.1944 2.9062 2.3255
C: 1.0460 1.6292 3.1647
N: 0.8523 0.6460 3.7159
H: 1.1146 5.7373 2.4914
H: -0.7377 5.9331 2.3244
H: 0.2815 5.4616 0.9850
H: -0.9026 3.5770 2.1357
H: -0.2437 3.9211 3.6697
H: 2.1076 3.3661 2.7030
H: 1.3526 2.5537 1.3062
C: 8.2575 -2.0840 -5.4840
C: 8.3063 -0.5712 -5.7734
C: 8.1354 0.3527 -4.4517
C: 7.0336 0.0206 -3.5553
N: 6.1697 -0.2722 -2.7803
H: 9.1395 -2.4336 -4.9475
H: 7.9315 -2.6745 -6.3403
H: 7.5117 -2.3579 -4.7378
H: 7.5154 -0.3489 -6.4897
H: 9.2105 -0.3724 -6.3487
H: 7.8522 1.3386 -4.8201
H: 9.0497 0.3516 -3.8582

# 2
Entry from the Open Molecules 2025 dataset: C17H16Cl5GeN3STi as an isolated structure at a distorted geometry (wB97M-V/def2-TZVPD).

## Properties
**Gap between HOMO and LUMO (spin up / spin down)**: 6.372 / 6.380 eV
**Multiplicity**: 2
**Charge**: -1
**HOMO energy (spin up / spin down)**: -4.05 / -4.06 eV
**Relative energy (zero: lowest compared OMol25 entry of this formula, charge and spin)**: 0.517 eV

Atoms and positions in Å:
Ti: 1.1077 -0.1675 -0.5122
Cl: -0.8966 -1.5829 -0.8487
C: -2.2236 -0.5625 -1.4278
C: -3.4010 -1.2242 -1.7200
C: -4.4799 -0.4927 -2.1874
C: -4.3371 0.8802 -2.3460
C: -3.1439 1.5033 -2.0314
Cl: -3.0752 3.2295 -2.2611
C: -2.0112 0.8199 -1.5410
S: -0.5493 1.6546 -1.1287
H: -3.4655 -2.2926 -1.5743
H: -5.4158 -0.9795 -2.4208
H: -5.1530 1.4852 -2.7154
C: -1.6706 -0.5644 2.0730
C: -0.5962 -0.1664 3.0410
C: -0.9468 0.0347 4.3691
C: -0.0102 0.4138 5.3192
C: 1.2949 0.6192 4.8995
C: 1.6776 0.4310 3.5769
C: 3.0973 0.7532 3.2029
C: 0.7430 -0.0028 2.6205
N: 1.0760 -0.2015 1.2758
H: -2.6516 -0.5006 2.5477
H: -1.5256 -1.5911 1.7315
H: -1.6642 0.0775 1.1881
H: -1.9833 -0.1078 4.6508
H: -0.2932 0.5652 6.3516
H: 2.0480 0.9510 5.6049
H: 3.5656 1.3616 3.9779
H: 3.1376 1.3065 2.2620
H: 3.7090 -0.1452 3.0849
Cl: 5.6823 -1.7405 -0.6375
Ge: 3.7486 -1.3042 0.6672
Cl: 2.2980 -2.4254 -0.9137
Cl: 3.4225 0.8623 -0.4622
N: 1.0195 -0.5882 -4.9181
C: 1.9224 0.4517 -4.8673
C: 2.1183 0.7034 -3.5472
N: 1.3521 -0.1547 -2.7872
C: 0.7120 -0.9153 -3.6433
H: 0.6494 -1.0286 -5.7405
H: 2.3396 0.8940 -5.7514
H: 2.7491 1.4400 -3.0805
H: 0.0232 -1.6991 -3.3808

# 3
Entry from the Open Molecules 2025 dataset: an isolated molecule of C16H13N3O2 at a distorted geometry (wB97M-V/def2-TZVPD).

## Properties
**Gap between HOMO and LUMO**: 8.508 eV
**HOMO energy**: -8.01 eV
**Relative energy (zero: lowest compared OMol25 entry of this formula, charge and spin)**: 0.369 eV
**SMILES string**: Cc1ccccc1-c1nc(C#N)c(NCc2ccco2)o1

Atoms and positions in Å:
C: 2.6497 -1.5333 2.1880
C: 1.3002 -2.0898 2.4937
C: 1.1754 -3.2198 3.2908
C: -0.0596 -3.7631 3.5964
C: -1.2129 -3.1755 3.1023
C: -1.1179 -2.0522 2.3082
C: 0.1269 -1.4994 1.9953
C: 0.1640 -0.3222 1.1594
N: 1.1904 0.3430 0.7427
C: 0.7028 1.3787 -0.0168
C: -0.6800 1.2847 -0.0241
N: -1.6647 2.0683 -0.5354
H: -2.5691 1.6187 -0.5713
C: -1.3756 2.9965 -1.6030
C: -1.0251 2.3210 -2.8973
C: -0.9084 1.0067 -3.2397
C: -0.5280 0.9888 -4.6057
C: -0.4442 2.2899 -4.9848
O: -0.7457 3.1034 -3.9577
H: -0.1915 2.7527 -5.9173
H: -0.3440 0.1238 -5.2082
H: -1.0662 0.1516 -2.6140
H: -2.2520 3.6370 -1.7405
H: -0.5396 3.6339 -1.2946
O: -1.0262 0.2137 0.7098
C: 1.5258 2.3114 -0.6550
N: 2.1959 3.0793 -1.1842
H: -2.0109 -1.5863 1.9197
H: -2.1812 -3.5920 3.3361
H: -0.1229 -4.6430 4.2193
H: 2.0699 -3.6838 3.6811
H: 3.4267 -2.1235 2.6672
H: 2.8187 -1.5177 1.1133
H: 2.7191 -0.5015 2.5261

# 4
Entry from the Open Molecules 2025 dataset: an isolated molecule of C8H10O2 at a distorted geometry (wB97M-V/def2-TZVPD).

## Properties
**Gap between HOMO and LUMO**: 7.293 eV
**HOMO energy**: -7.49 eV
**Relative energy (zero: lowest compared OMol25 entry of this formula, charge and spin)**: 8.258 eV

Atoms and positions in Å:
C: -2.9556 -0.8205 -0.0806
C: -1.7062 -0.9358 -0.4684
C: -3.7405 0.1640 0.0832
C: -1.3083 1.5336 -0.7146
C: -0.1378 0.9552 -0.1536
C: -0.9651 -2.2059 -0.1646
C: -0.1746 0.6871 1.3585
C: 1.2764 1.1799 -0.6930
O: -4.6565 0.8280 0.3487
O: -0.9328 0.0843 -0.9892
H: -1.2939 2.1840 -1.7136
H: -0.6922 -2.5385 -1.2162
H: -0.0232 -2.1394 0.3910
H: -1.5637 -2.9921 0.1863
H: -0.3705 1.5418 1.9854
H: 0.7055 0.3162 1.6228
H: -0.9294 0.0218 1.6709
H: 1.7967 1.9893 -0.3288
H: 1.1257 1.3798 -1.8158
H: 1.8134 0.3813 -0.3802

# 5
Entry from the Open Molecules 2025 dataset: C27H49AsIN2OSbV as an isolated structure (wB97M-V/def2-TZVPD).

## Properties
**Gap between HOMO and LUMO (spin up / spin down)**: 7.984 / 7.054 eV
**Multiplicity**: 3
**Charge**: +1
**HOMO energy (spin up / spin down)**: -10.44 / -9.62 eV
**Relative energy (zero: lowest compared OMol25 entry of this formula, charge and spin)**: 0.364 eV

Atoms and positions in Å:
V: 1.4796 0.8483 0.3137
C: 4.4746 0.5501 1.8795
O: 3.5193 1.2994 1.1188
C: 3.2453 0.8868 -0.2533
C: 4.3958 0.9261 -1.1849
H: 4.9034 1.2315 2.6147
H: 5.2696 0.1754 1.2352
H: 3.9896 -0.2863 2.3880
H: 5.2784 0.3838 -0.8327
H: 4.7129 1.9551 -1.3801
H: 4.0991 0.4875 -2.1390
I: 1.2416 6.8011 -1.4887
C: 1.5393 5.1234 -0.3622
C: 2.1538 5.0206 0.8694
N: 2.0900 3.7304 1.2280
N: 1.4690 2.9783 0.3062
C: 1.1404 3.8206 -0.6656
H: 2.6239 5.7546 1.4958
H: 2.5299 3.2714 2.0139
H: 0.6365 3.4566 -1.5449
C: 3.6214 -2.3696 0.3584
As: 1.8158 -1.6913 0.1018
C: 1.6984 -2.0596 -1.8081
C: 0.8607 -3.2021 0.9543
C: 1.1897 -4.5572 0.4109
C: 0.5564 -5.0349 -0.7339
C: 0.8727 -6.2784 -1.2550
C: 1.8295 -7.0710 -0.6365
C: 2.4543 -6.6131 0.5128
C: 2.1323 -5.3690 1.0328
H: 3.6937 -3.3559 -0.1009
H: 3.8493 -2.4581 1.4199
H: 4.3290 -1.6904 -0.1109
H: 1.8825 -3.1172 -1.9935
H: 2.4799 -1.4689 -2.2891
H: 0.7345 -1.7717 -2.2201
H: -0.2092 -3.0099 0.9088
H: 1.1550 -3.1190 2.0078
H: -0.2039 -4.4337 -1.2189
H: 0.3669 -6.6322 -2.1419
H: 2.0763 -8.0411 -1.0400
H: 3.1897 -7.2284 1.0122
H: 2.6187 -5.0260 1.9383
C: -3.8844 1.2936 -2.1200
C: -2.4085 1.6566 -1.9902
C: -1.6077 0.8883 -3.0456
C: -2.2498 3.1493 -2.2787
Sb: -1.5659 1.1378 -0.0369
C: -2.3611 2.6304 1.3604
C: -1.5861 3.9437 1.2312
C: -2.1638 2.1301 2.7910
C: -3.8407 2.9280 1.1290
C: -2.5190 -0.7452 0.5533
C: -4.0391 -0.7838 0.7025
C: -1.9080 -1.1327 1.9064
C: -2.1114 -1.7927 -0.4814
H: -4.2138 1.5609 -3.1276
H: -4.5172 1.8319 -1.4166
H: -4.0668 0.2278 -1.9966
H: -1.9142 1.2254 -4.0386
H: -1.7757 -0.1861 -3.0083
H: -0.5323 1.0673 -2.9612
H: -2.7694 3.3706 -3.2143
H: -1.2110 3.4407 -2.4273
H: -2.6870 3.7913 -1.5154
H: -0.5765 3.8577 1.6325
H: -2.1055 4.6993 1.8262
H: -1.5135 4.3284 0.2151
H: -1.1625 1.7253 2.9706
H: -2.8916 1.3708 3.0710
H: -2.3003 2.9719 3.4744
H: -4.0053 3.4631 0.1943
H: -4.1935 3.5788 1.9337
H: -4.4706 2.0405 1.1301
H: -4.4492 0.0472 1.2739
H: -4.3021 -1.6990 1.2406
H: -4.5525 -0.8271 -0.2555
H: -2.3775 -0.6024 2.7296
H: -0.8281 -0.9650 1.9676
H: -2.0815 -2.1989 2.0768
H: -2.5827 -1.6245 -1.4487
H: -2.4315 -2.7800 -0.1335
H: -1.0285 -1.8357 -0.6344

# 6
Entry from the Open Molecules 2025 dataset: a 9-piece molecular cluster, C3H24O8S overall at a distorted geometry (wB97M-V/def2-TZVPD).

## Properties
**Gap between HOMO and LUMO**: 8.183 eV
**HOMO energy**: -8.09 eV
**Relative energy (zero: lowest compared OMol25 entry of this formula, charge and spin)**: 0.066 eV
**SMILES string**: CCSC.O.O.O.O.O.O.O.O

Atoms and positions in Å:
C: 2.0567 -0.3604 1.2649
C: 0.9635 0.7248 1.4057
S: 0.9353 1.6121 3.0124
C: -0.4980 0.8124 3.7401
H: 1.6048 -1.3297 1.1053
H: 2.7463 -0.3326 2.1087
H: 2.6872 -0.1404 0.3987
H: 0.0486 0.2008 1.1330
H: 1.0133 1.5180 0.6587
H: -0.4807 -0.2402 3.4870
H: -0.4597 1.1139 4.7781
H: -1.4810 1.0616 3.3262
H: -1.1765 2.1419 -2.4653
H: -1.7468 1.8115 -1.0239
O: -1.9567 1.8518 -1.9603
H: -2.3527 -1.9122 -1.4368
H: -3.8443 -2.1588 -1.2731
O: -3.0178 -2.1950 -0.7826
H: 0.8624 3.6297 -1.5504
H: 0.5235 3.1668 -2.9435
O: 0.1049 3.5285 -2.1530
H: 0.6840 -2.5443 -0.4938
H: -0.1558 -1.6559 -1.4886
O: 0.7387 -1.9081 -1.2141
H: 2.8258 3.0591 0.1520
H: 3.3265 3.2336 -1.3552
O: 2.5877 3.0387 -0.7773
H: -1.9762 -1.6532 2.0084
H: -2.3652 -1.1952 0.6656
O: -2.0930 -0.8267 1.5269
H: -1.7617 0.1902 -2.3688
H: -1.1099 -0.7847 -3.4452
O: -1.4347 -0.7277 -2.5434
H: 2.1691 -4.1114 -0.5581
H: 0.6717 -4.1614 -0.7700
O: 1.3609 -4.4577 -0.1682